C17H17N9OS2SeW | ωB97M-V with the def2-TZVPD basis set

Structure (XYZ):
```
48
Properties=species:S:1:pos:R:3:forces:R:3:mulliken_charge:R:1
W 0.0450 1.2065 0.1743 -1.24 1.63 -0.28 1.005
N 2.4853 4.4724 -1.1033 0.24 0.45 -0.32 -0.390
C 1.9893 3.4195 -0.4756 -0.85 -0.55 0.69 0.790
S 0.2800 3.5614 0.0340 0.08 -0.17 0.04 -0.426
N 2.6823 2.3578 -0.2149 1.41 0.61 -0.88 -1.382
N 2.0263 1.3667 0.4301 0.25 -0.44 0.59 1.024
C 2.7414 0.5908 1.2121 -0.15 0.29 -0.04 -0.347
C 2.1677 -0.1870 2.2533 -0.83 -0.21 0.43 0.460
C 3.0031 -1.0361 3.0110 -0.07 0.01 -0.02 -0.656
C 2.5816 -1.6175 4.1822 0.00 0.01 -0.07 -0.764
C 1.3003 -1.3396 4.6691 0.11 0.11 -0.24 -0.416
C 0.4388 -0.5463 3.9439 -0.12 0.29 -0.36 -0.320
C 0.8227 0.0192 2.7168 1.43 -0.85 1.03 0.611
O -0.0600 0.7401 2.0494 -0.54 0.48 -0.42 -0.824
H 1.9540 5.3294 -1.1320 0.17 -0.13 -0.11 0.208
H 3.4379 4.4657 -1.4309 0.05 0.05 0.07 0.257
H 3.8245 0.6627 1.1477 -0.06 0.10 -0.11 0.549
H 3.9983 -1.2202 2.6381 0.20 0.00 0.04 0.452
H 3.2371 -2.2707 4.7390 0.07 0.02 -0.01 0.445
H 0.9837 -1.7390 5.6197 -0.05 -0.09 0.07 0.447
H -0.5569 -0.3256 4.3040 -0.04 -0.01 0.04 0.493
C -5.2959 1.2776 -0.7761 -0.27 0.03 0.10 -1.286
C -4.1367 1.1841 -1.6718 0.27 0.03 -0.11 0.935
N -4.1428 1.0653 -2.9546 -1.30 0.01 -0.01 -0.696
N -2.8672 1.0611 -3.3686 0.89 0.12 0.95 0.237
C -2.0143 1.1767 -2.3438 -0.03 -0.07 0.27 0.455
S -0.3329 1.2147 -2.3501 0.33 -0.09 -0.03 -0.509
N -2.8154 1.2476 -1.2311 -0.04 -0.04 -1.01 0.425
N -2.3250 1.3622 0.0750 0.03 0.18 0.49 -0.896
H -6.1999 1.2260 -1.3760 -0.04 -0.01 0.02 0.355
H -5.2876 2.2278 -0.2408 -0.05 0.02 0.03 0.334
H -5.3110 0.4648 -0.0502 -0.02 -0.05 0.03 0.336
H -2.6520 0.9819 -4.3550 0.06 0.03 0.15 0.171
H -2.7907 0.6678 0.6804 0.18 0.28 -0.39 0.345
H -2.5412 2.2958 0.4635 -0.05 -0.43 -0.34 0.419
Se -1.1370 -1.7678 1.1089 0.09 -0.07 -0.10 0.417
N -0.0661 -0.8666 -0.0560 0.03 -1.08 -0.38 -0.371
C 0.4542 -1.7596 -0.9222 -0.30 0.18 0.54 1.419
C 1.3852 -1.4878 -1.9366 0.48 -0.01 -0.52 -0.548
C 1.7983 -2.5281 -2.7338 -0.13 0.91 0.38 -0.845
C 1.3212 -3.8433 -2.5502 -0.55 -0.66 0.43 -0.591
C 0.4353 -4.1496 -1.5556 0.45 -0.24 -0.62 -0.673
C -0.0119 -3.1106 -0.7106 -0.20 0.54 0.45 0.193
N -0.8487 -3.2656 0.3052 -0.05 -0.71 -0.36 -0.684
H 1.7667 -0.4808 -2.0738 0.03 -0.24 -0.02 0.447
H 2.4994 -2.3351 -3.5302 0.13 0.03 -0.06 0.459
H 1.6708 -4.6185 -3.2132 0.02 -0.10 -0.04 0.430
H 0.0641 -5.1483 -1.4010 -0.02 -0.16 0.03 0.505
```
Positions in Å, forces in eV/Å.

Computed properties:
**Spin multiplicity**: 3
**Charge**: +2
**Kohn-Sham gap (spin up / spin down)**: 6.30 / 6.61 eV
**HOMO (spin up / spin down)**: -13.93 / -14.20 eV
**F_max**: 2.06 eV/Å

C3H4LaO4 | ωB97M-V with the def2-TZVPD basis set

Structure (XYZ):
```
12
Properties=species:S:1:pos:R:3:forces:R:3:mulliken_charge:R:1
O -0.2325 2.0639 1.8161 0.45 1.05 1.58 -0.691
C -0.4938 0.8268 1.9342 -1.10 1.71 1.13 0.839
C 0.4159 0.3980 -0.5721 -0.67 -0.47 -2.15 -0.584
O -0.4353 0.0080 2.8232 0.69 0.19 -0.79 -0.579
O -1.4324 0.6097 0.9026 -2.86 -0.66 -2.47 -0.212
C -0.8938 0.1261 -0.3210 1.62 -1.35 2.78 -0.081
H 1.0578 -0.4283 -0.9053 -0.66 0.29 -0.81 0.238
H 0.7728 1.3790 -0.8919 0.21 0.12 1.67 0.244
H -1.3986 -0.8285 -0.4844 0.35 0.07 -0.34 0.292
La -2.9028 2.7165 2.0589 1.98 -0.96 -0.60 0.535
O 2.6380 -3.0769 -2.8900 -0.20 0.51 0.41 -0.327
H 2.9047 -3.7942 -3.4704 0.19 -0.51 -0.40 0.326
```
Positions in Å, forces in eV/Å.

Computed properties:
**Spin multiplicity**: 2
**Charge**: 0
**Kohn-Sham gap (spin up / spin down)**: 5.38 / 4.14 eV
**HOMO (spin up / spin down)**: -6.20 / -6.26 eV
**F_max**: 3.84 eV/Å

For the records above, the corresponding molar mass values read 690.32, 242.97 g mol⁻¹.
For the records above, the corresponding electronic energy values read -122191.292, -12216.618 eV.